Here is a structure of composition C8H6NO7PdS4Sb from OMol25. Energies are from ωB97M-V with the def2-TZVPD basis set.

Geometry (Å):
Pd: -0.216 -1.308 0.554
S: 4.393 -1.790 0.207
Sb: 2.506 -2.968 0.917
S: 1.478 -1.254 2.284
S: 1.095 -2.642 -1.005
O: 3.375 4.667 -0.317
C: 2.140 4.630 -0.309
O: 1.306 5.539 -0.309
C: 1.553 3.201 -0.302
C: 2.345 2.120 -0.689
C: 1.820 0.850 -0.650
N: 0.578 0.605 -0.221
C: -0.186 1.628 0.182
C: 0.260 2.937 0.111
C: -1.492 1.237 0.876
O: -2.487 1.914 0.781
O: -1.370 0.172 1.606
H: 3.362 2.307 -0.997
H: 2.383 -0.011 -0.994
H: -0.390 3.751 0.398
C: -2.923 -3.955 -0.773
S: -2.755 -2.472 0.220
O: -4.046 -2.172 0.754
O: -1.715 -2.803 1.248
O: -2.146 -1.466 -0.681
H: -3.941 -4.313 -0.682
H: -2.226 -4.700 -0.408
H: -2.701 -3.703 -1.804

Summary:
expectation value of S²: 8.78
multiplicity: 6
HOMO (alpha / beta): -5.37 / -5.37 eV
LUMO (alpha / beta): 1.33 / -1.89 eV
net charge: -1

Here is the molecule C20H32N4O3 from OMol25. Energies are from ωB97M-V with the def2-TZVPD basis set.

Geometry (Å):
C: 1.711 3.946 1.540
C: 1.881 3.648 0.053
N: 1.466 2.280 -0.239
C: 2.486 1.278 0.031
C: 1.855 -0.046 0.469
O: 2.374 -1.121 0.254
N: 0.690 0.161 1.129
C: -0.178 -0.758 1.722
C: 0.080 -2.123 1.771
C: -0.817 -2.982 2.376
C: -1.994 -2.513 2.961
N: -2.884 -3.342 3.644
C: -2.503 -4.706 3.945
C: -3.369 -5.205 5.107
O: -4.743 -5.124 4.813
C: -5.104 -3.797 4.510
C: -4.297 -3.267 3.324
C: -2.238 -1.137 2.912
C: -1.352 -0.278 2.301
C: 0.870 2.089 -1.545
C: 1.804 2.361 -2.737
O: 2.875 2.921 -2.622
N: 1.292 1.929 -3.907
C: 1.945 2.041 -5.215
C: 3.277 1.287 -5.181
C: 1.007 1.415 -6.245
C: 2.178 3.519 -5.537
H: 0.673 3.807 1.837
H: 2.332 3.291 2.147
H: 1.996 4.974 1.745
H: 2.917 3.832 -0.255
H: 1.243 4.324 -0.520
H: 3.146 1.091 -0.825
H: 3.113 1.618 0.859
H: 0.408 1.136 1.157
H: 0.981 -2.507 1.324
H: -0.590 -4.036 2.376
H: -1.457 -4.732 4.254
H: -2.645 -5.372 3.078
H: -3.162 -6.256 5.316
H: -3.145 -4.603 6.002
H: -6.170 -3.814 4.277
H: -4.930 -3.154 5.386
H: -4.584 -2.238 3.112
H: -4.524 -3.885 2.439
H: -3.125 -0.731 3.376
H: -1.562 0.783 2.279
H: 0.513 1.055 -1.602
H: 0.004 2.755 -1.634
H: 0.404 1.454 -3.891
H: 3.114 0.241 -4.932
H: 3.928 1.727 -4.431
H: 3.766 1.346 -6.150
H: 0.052 1.937 -6.263
H: 1.450 1.479 -7.236
H: 0.832 0.365 -6.017
H: 2.816 3.962 -4.779
H: 2.660 3.619 -6.506
H: 1.232 4.056 -5.558

Summary:
HOMO: -7.44 eV
SMILES: CCN(CC(=O)Nc1ccc(N2CCOCC2)cc1)CC(=O)NC(C)(C)C
LUMO: 0.57 eV

Here is a structure of composition C10H13N4OPdS2 from OMol25. Energies are from ωB97M-V with the def2-TZVPD basis set.

Geometry (Å):
Pd: -0.115 -0.007 0.597
C: -3.303 -4.332 -0.565
S: -3.670 -3.332 0.894
C: -2.437 -2.047 0.582
S: -0.854 -2.281 1.275
N: -2.873 -1.079 -0.144
N: -1.915 -0.193 -0.595
C: -2.082 1.066 -0.298
C: -1.201 2.097 -0.893
C: -1.565 3.444 -0.859
C: -0.707 4.393 -1.386
C: 0.495 3.988 -1.947
C: 0.774 2.627 -1.935
N: -0.034 1.709 -1.427
H: -3.885 -5.251 -0.496
H: -2.240 -4.573 -0.576
H: -3.572 -3.792 -1.472
H: -2.915 1.392 0.318
H: -2.508 3.730 -0.409
H: -0.973 5.443 -1.356
H: 1.201 4.696 -2.361
H: 1.714 2.259 -2.337
C: 1.629 2.444 4.107
C: 1.046 1.615 2.986
N: 0.803 0.321 3.229
O: 0.816 2.128 1.891
H: 1.669 1.912 5.057
H: 1.031 3.347 4.219
H: 2.638 2.746 3.823
H: 0.981 -0.101 4.123
H: 0.395 -0.236 2.418

Summary:
HOMO: -2.67 eV
LUMO: 3.10 eV
net charge: -1

Here is a cluster of 2 separate species, C6H10N2O in total at a distorted geometry from OMol25. Energies are from ωB97M-V with the def2-TZVPD basis set.

Geometry (Å):
O: 0.025 -0.615 -2.577
N: 0.571 -0.804 -1.405
C: 0.054 -1.590 -0.495
C: 0.484 -1.621 0.760
C: 1.605 -0.926 1.145
C: 2.165 -0.114 0.232
C: 1.566 0.028 -0.989
H: -0.625 -2.321 -0.851
H: -0.159 -2.074 1.611
H: 1.895 -1.121 2.126
H: 3.104 0.311 0.422
H: 1.842 0.653 -1.875
C: -1.818 1.682 -0.243
N: -1.469 0.978 0.939
H: -1.093 2.492 -0.698
H: -1.840 0.907 -0.995
H: -2.829 2.192 -0.206
H: -2.243 0.314 1.325
H: -1.234 1.630 1.775

Summary:
HOMO (alpha / beta): -8.32 / -8.32 eV
SMILES: [O-][n+]1ccccc1.CN
LUMO (alpha / beta): 0.74 / 0.74 eV

Here is a cluster of 16 separate species, C61H123N12O39P3 in total at a distorted geometry from OMol25. Energies are from ωB97M-V with the def2-TZVPD basis set.

Geometry (Å):
C: -19.349 -6.297 -13.421
N: -17.921 -6.610 -13.551
O: -17.155 -5.723 -13.879
O: -17.511 -7.797 -13.281
H: -19.814 -7.103 -12.853
H: -19.704 -6.375 -14.449
H: -19.450 -5.238 -13.187
C: -15.556 -2.260 -21.336
N: -17.067 -1.914 -20.962
O: -17.780 -2.667 -20.315
O: -17.631 -0.819 -21.297
H: -15.516 -3.347 -21.399
H: -14.961 -1.867 -20.512
H: -15.304 -1.832 -22.307
C: -18.906 -3.984 -16.755
N: -20.174 -4.581 -17.233
O: -20.793 -5.110 -16.368
O: -20.432 -4.332 -18.349
H: -18.521 -3.683 -17.729
H: -18.423 -4.798 -16.213
H: -19.147 -3.218 -16.018
C: -14.528 -4.036 -15.731
C: -14.169 -5.196 -14.866
C: -14.420 -6.576 -15.306
O: -13.223 -7.263 -15.226
C: -12.288 -6.321 -15.262
O: -11.052 -6.609 -15.356
O: -12.757 -5.168 -15.023
H: -14.416 -4.178 -16.805
H: -14.016 -3.107 -15.477
H: -15.532 -3.715 -15.451
H: -14.414 -5.069 -13.811
H: -14.747 -6.694 -16.339
H: -15.256 -7.048 -14.789
C: -20.536 -0.139 -17.450
C: -21.637 -0.216 -18.501
C: -22.219 -1.595 -18.651
O: -23.584 -1.505 -18.752
C: -23.917 -0.283 -18.351
O: -25.090 0.104 -18.270
O: -22.736 0.369 -17.969
H: -20.332 -1.092 -16.962
H: -20.739 0.347 -16.496
H: -19.546 -0.046 -17.897
H: -21.403 0.257 -19.454
H: -22.006 -2.280 -17.830
H: -21.885 -2.111 -19.551
C: -14.274 -2.235 -11.747
C: -15.230 -2.713 -10.649
C: -16.183 -3.787 -10.829
O: -15.698 -4.862 -10.020
C: -14.591 -4.448 -9.323
O: -13.927 -5.180 -8.527
O: -14.336 -3.236 -9.641
H: -14.919 -2.062 -12.609
H: -13.679 -3.125 -11.953
H: -13.667 -1.469 -11.264
H: -15.684 -1.747 -10.426
H: -16.302 -3.886 -11.908
H: -17.138 -3.353 -10.533
C: -22.303 1.442 -10.815
C: -22.954 0.171 -11.545
C: -23.321 0.348 -12.955
O: -22.729 -0.728 -13.655
C: -21.998 -1.498 -12.737
O: -21.404 -2.521 -12.958
O: -22.067 -0.952 -11.508
H: -21.340 1.727 -11.240
H: -21.990 1.186 -9.803
H: -23.000 2.273 -10.711
H: -23.856 -0.024 -10.965
H: -23.061 1.255 -13.501
H: -24.396 0.282 -13.124
C: -16.946 1.168 -10.378
C: -17.490 1.310 -11.791
C: -16.383 1.412 -12.879
O: -16.398 0.239 -13.648
C: -17.525 -0.478 -13.365
O: -18.061 -1.303 -14.080
O: -18.044 0.078 -12.260
H: -17.811 0.940 -9.755
H: -16.519 2.134 -10.111
H: -16.306 0.289 -10.308
H: -18.188 2.132 -11.945
H: -15.428 1.610 -12.392
H: -16.680 2.259 -13.498
C: -16.951 -10.999 -15.522
C: -17.984 -10.575 -16.523
C: -19.269 -9.928 -15.926
O: -19.243 -8.601 -16.175
C: -18.259 -8.340 -16.986
O: -18.082 -7.171 -17.441
O: -17.515 -9.458 -17.292
H: -16.774 -10.095 -14.940
H: -16.041 -11.300 -16.042
H: -17.220 -11.850 -14.897
H: -18.214 -11.287 -17.316
H: -19.700 -10.250 -14.978
H: -19.936 -10.403 -16.647
C: -20.055 -3.363 -10.262
C: -19.784 -2.306 -9.167
C: -20.551 -2.466 -7.808
O: -19.466 -2.619 -6.866
C: -18.230 -2.748 -7.456
O: -17.206 -3.093 -6.930
O: -18.374 -2.351 -8.739
H: -21.132 -3.326 -10.428
H: -19.726 -4.324 -9.866
H: -19.657 -3.135 -11.251
H: -19.877 -1.253 -9.432
H: -21.011 -3.454 -7.791
H: -21.226 -1.622 -7.664
C: -23.370 -6.712 -15.021
C: -23.055 -5.581 -13.999
C: -24.162 -4.849 -13.288
O: -24.025 -5.223 -11.963
C: -22.881 -5.980 -11.749
O: -22.523 -6.472 -10.679
O: -22.458 -6.316 -12.916
H: -23.213 -6.418 -16.058
H: -24.394 -7.082 -15.085
H: -22.860 -7.600 -14.645
H: -22.426 -4.829 -14.475
H: -25.153 -4.961 -13.728
H: -24.011 -3.770 -13.242
C: -26.731 -1.700 -15.076
C: -27.072 -2.939 -15.849
C: -27.329 -2.759 -17.306
O: -26.610 -3.761 -17.899
C: -25.717 -4.243 -17.034
O: -25.014 -5.108 -17.255
O: -25.852 -3.636 -15.868
H: -27.709 -1.340 -14.755
H: -26.222 -0.933 -15.659
H: -26.197 -1.978 -14.167
H: -27.894 -3.547 -15.472
H: -26.938 -1.816 -17.687
H: -28.319 -2.904 -17.739
C: -18.353 -11.110 -22.185
C: -19.556 -10.461 -21.653
C: -19.601 -8.874 -21.879
O: -20.896 -8.824 -22.441
C: -21.387 -9.992 -22.827
O: -22.447 -10.233 -23.423
O: -20.619 -10.923 -22.316
H: -18.382 -12.129 -21.799
H: -17.445 -10.520 -22.060
H: -18.344 -11.407 -23.234
H: -19.679 -10.633 -20.583
H: -18.995 -8.442 -22.676
H: -19.392 -8.378 -20.932
O: -25.349 -4.316 -24.154
P: -24.916 -5.350 -23.257
N: -26.076 -5.447 -22.018
C: -25.781 -6.117 -20.823
C: -27.547 -5.217 -22.090
N: -23.449 -5.018 -22.507
C: -22.081 -5.177 -23.150
C: -23.354 -3.916 -21.630
N: -25.073 -7.025 -23.888
C: -26.070 -7.354 -24.864
C: -23.943 -7.837 -23.898
H: -26.117 -7.153 -20.869
H: -26.271 -5.750 -19.921
H: -24.719 -6.221 -20.602
H: -28.063 -5.062 -21.142
H: -28.073 -6.096 -22.462
H: -27.805 -4.485 -22.855
H: -21.332 -5.539 -22.445
H: -22.132 -5.905 -23.960
H: -21.863 -4.190 -23.559
H: -24.297 -3.489 -21.289
H: -22.777 -4.279 -20.780
H: -22.885 -3.015 -22.026
H: -27.081 -7.364 -24.458
H: -25.911 -6.652 -25.683
H: -25.832 -8.311 -25.329
H: -23.427 -7.709 -24.850
H: -24.214 -8.873 -23.697
H: -23.227 -7.463 -23.167
O: -13.324 -1.179 -18.030
P: -13.912 0.203 -17.887
N: -13.378 1.210 -19.158
C: -12.065 1.884 -19.193
C: -13.731 0.806 -20.546
N: -13.365 1.022 -16.459
C: -13.773 2.418 -16.156
C: -12.834 0.272 -15.311
N: -15.668 0.144 -17.742
C: -16.501 1.403 -17.644
C: -16.415 -1.154 -17.671
H: -11.601 2.059 -20.164
H: -11.451 1.187 -18.622
H: -12.062 2.819 -18.631
H: -14.654 0.264 -20.752
H: -13.024 0.058 -20.905
H: -13.687 1.718 -21.140
H: -14.782 2.408 -15.743
H: -13.021 2.792 -15.461
H: -13.671 3.041 -17.045
H: -12.032 -0.374 -15.670
H: -12.398 1.096 -14.748
H: -13.668 -0.063 -14.695
H: -17.376 1.180 -18.253
H: -16.766 1.548 -16.597
H: -15.954 2.255 -18.049
H: -17.040 -1.283 -16.788
H: -15.771 -2.000 -17.911
H: -17.178 -1.052 -18.443
O: -21.269 -11.424 -18.484
P: -22.760 -11.473 -18.602
N: -23.455 -12.315 -17.301
C: -24.792 -12.862 -17.315
C: -22.784 -12.169 -16.056
N: -23.401 -12.312 -20.028
C: -22.955 -13.696 -20.204
C: -24.231 -11.680 -21.072
N: -23.424 -9.912 -18.456
C: -22.803 -8.724 -19.032
C: -24.885 -9.874 -18.237
H: -25.087 -13.224 -18.300
H: -25.510 -12.129 -16.947
H: -24.852 -13.724 -16.652
H: -23.405 -12.350 -15.178
H: -22.405 -11.151 -15.964
H: -21.857 -12.732 -15.946
H: -22.007 -13.691 -20.741
H: -22.700 -14.230 -19.289
H: -23.699 -14.368 -20.633
H: -24.598 -12.443 -21.758
H: -25.020 -11.203 -20.490
H: -23.695 -10.841 -21.516
H: -22.348 -8.952 -19.996
H: -23.630 -8.037 -19.209
H: -22.096 -8.192 -18.395
H: -25.086 -10.022 -17.176
H: -25.493 -10.714 -18.573
H: -25.177 -8.869 -18.544

Summary:
HOMO: -7.60 eV
LUMO: -0.35 eV

Here is a structure of composition C4H5MnO3 at a distorted geometry from OMol25. Energies are from ωB97M-V with the def2-TZVPD basis set.

Geometry (Å):
O: 1.525 -0.096 -0.101
C: 0.362 -0.657 0.359
O: 0.511 -1.945 0.571
Mn: -1.249 -2.547 0.975
O: -0.421 0.045 1.441
C: -1.004 -0.087 0.082
H: -1.066 0.893 -0.407
C: 1.551 1.280 -0.422
H: 1.043 1.476 -1.379
H: 1.088 1.885 0.370
H: 2.607 1.556 -0.513
C: -2.104 -1.053 -0.112
H: -2.843 -0.752 -0.865

Summary:
expectation value of S²: 12.01
multiplicity: 7
HOMO (alpha / beta): -7.48 / -9.07 eV
LUMO (alpha / beta): -1.16 / -1.36 eV

Here is a cluster of 2 separate species, C9H14 in total at a distorted geometry from OMol25. Energies are from ωB97M-V with the def2-TZVPD basis set.

Geometry (Å):
C: -2.073 0.511 -2.264
C: -0.868 1.022 -1.544
C: -0.040 0.156 -0.832
C: 1.115 0.568 -0.185
C: 1.440 1.915 -0.193
C: 0.660 2.799 -0.921
C: -0.466 2.361 -1.600
H: -2.095 -0.576 -2.352
H: -2.231 0.964 -3.248
H: -2.981 0.795 -1.717
H: -0.213 -0.916 -0.918
H: 1.709 -0.228 0.251
H: 2.313 2.298 0.320
H: 0.911 3.855 -0.960
H: -1.051 3.001 -2.257
C: 0.589 -2.776 1.712
C: 0.333 -1.829 2.894
H: 1.018 -3.731 2.011
H: -0.352 -2.992 1.192
H: 1.307 -2.424 0.980
H: -0.711 -1.680 3.121
H: 0.844 -2.214 3.782
H: 0.841 -0.879 2.727

Summary:
HOMO: -9.02 eV
SMILES: Cc1ccccc1.CC
LUMO: 1.03 eV

Here is a structure of composition H18O9 at a distorted geometry from OMol25. Energies are from ωB97M-V with the def2-TZVPD basis set.

Geometry (Å):
O: 10.559 16.785 -18.660
H: 11.426 16.828 -19.063
H: 9.981 17.221 -19.286
O: 12.348 17.024 -20.533
H: 13.032 17.124 -21.195
H: 12.824 16.940 -19.707
O: 10.198 15.292 -20.704
H: 10.054 15.846 -19.937
H: 9.606 14.550 -20.579
O: 8.290 16.772 -21.065
H: 8.165 17.422 -21.757
H: 8.430 17.291 -20.272
O: 9.570 15.229 -17.901
H: 10.106 15.918 -18.293
H: 9.317 15.579 -17.046
O: 12.018 17.446 -16.512
H: 11.989 16.570 -16.897
H: 11.735 18.028 -17.217
O: 9.227 17.995 -19.495
H: 9.434 18.555 -20.243
H: 8.500 18.438 -19.058
O: 9.463 17.572 -17.120
H: 9.964 17.319 -17.895
H: 9.796 18.439 -16.891
O: 12.896 16.238 -18.341
H: 13.785 15.999 -18.078
H: 12.883 17.195 -18.299

Summary:
HOMO: -9.20 eV
LUMO: -0.46 eV

no.,electronic energy (eV)
1,-77574.00409
2,-33363.10111
3,-43739.40090
4,-11408.26048
5,-190839.76025
6,-41686.66909
7,-9559.84553
8,-18708.27883